{"formula": "C14H28O9", "method": "wB97M-V/def2-TZVPD", "elements": ["C", "C", "C", "C", "C", "O", "C", "O", "O", "H", "H", "H", "H", "H", "H", "H", "H", "H", "H", "H", "H", "C", "C", "O", "C", "O", "O", "C", "H", "H", "H", "H", "H", "H", "H", "H", "C", "C", "O", "C", "O", "O", "C", "H", "H", "H", "H", "H", "H", "H", "H"], "positions_angstrom": [[-2.0694, 0.8339, 5.3903], [-2.1565, 1.8551, 4.2613], [-1.1798, 1.6452, 3.1013], [-1.3851, 0.4350, 2.1702], [-2.7054, -0.3202, 2.2861], [-0.2421, -0.4679, 2.2096], [0.1776, -0.9038, 3.4028], [1.2034, -0.5556, 3.9277], [-0.6305, -1.8626, 3.9156], [-1.0612, 0.7857, 5.8084], [-2.3815, -0.1658, 5.0873], [-2.7341, 1.1293, 6.2064], [-3.1867, 1.9514, 3.9086], [-1.9066, 2.8301, 4.6924], [-1.2372, 2.5364, 2.4707], [-0.1695, 1.6369, 3.5159], [-1.3597, 0.8127, 1.1483], [-2.8061, -0.9250, 1.3813], [-2.7384, -1.0065, 3.1256], [-3.5496, 0.3687, 2.2950], [-0.5222, -1.8229, 4.8778], [-0.6308, 1.1479, -4.1674], [-0.8546, 0.0267, -3.1770], [-1.7444, 0.4111, -2.1165], [-3.0399, 0.4354, -2.4166], [-3.5410, 0.1416, -3.4686], [-3.6936, 0.8182, -1.3183], [-5.1092, 0.9464, -1.4752], [-0.2836, 2.0447, -3.6530], [0.1205, 0.8531, -4.8997], [-1.5507, 1.3932, -4.6960], [0.0756, -0.2272, -2.6725], [-1.2306, -0.8718, -3.6654], [-5.5380, 0.0350, -1.8851], [-5.3433, 1.7894, -2.1231], [-5.5051, 1.1268, -0.4802], [4.7662, -1.3367, 0.1597], [3.6096, -1.0022, -0.7559], [4.0500, -0.3912, -1.9817], [4.5675, -1.2230, -2.8812], [4.6614, -2.4178, -2.7779], [4.9509, -0.5037, -3.9372], [5.5738, -1.2659, -4.9743], [5.3678, -0.4474, 0.3505], [4.3894, -1.7129, 1.1105], [5.4094, -2.0963, -0.2819], [2.9609, -0.2615, -0.2926], [3.0086, -1.8823, -0.9829], [4.9377, -2.0919, -5.2840], [6.5356, -1.6485, -4.6371], [5.7205, -0.5794, -5.8025]], "atomic_forces_ev_per_a": [[-0.257, 0.025, 0.193], [0.187, 0.106, 0.161], [-0.261, 0.169, 0.105], [-0.472, 0.202, -0.049], [0.222, -0.302, -0.484], [0.153, -0.076, 0.016], [0.588, -0.040, 0.019], [-0.548, -0.057, -0.126], [-0.357, 0.523, 0.187], [0.051, -0.039, -0.103], [0.083, 0.020, -0.061], [0.043, -0.023, -0.016], [0.045, -0.122, -0.047], [-0.066, 0.001, -0.051], [0.071, -0.017, 0.033], [0.071, -0.100, -0.143], [0.270, -0.129, 0.013], [-0.048, -0.023, 0.077], [-0.101, 0.182, 0.153], [0.048, 0.039, 0.147], [0.283, -0.340, -0.118], [-0.154, 0.131, 0.053], [0.254, -0.106, -0.206], [0.055, 0.051, 0.049], [0.100, -0.148, 0.144], [-0.031, 0.048, -0.088], [-0.106, 0.093, 0.093], [-0.079, -0.009, 0.042], [0.072, -0.027, -0.002], [0.023, -0.016, 0.013], [-0.006, -0.056, -0.022], [-0.035, 0.016, 0.085], [-0.126, 0.041, 0.008], [0.019, 0.002, -0.055], [-0.001, -0.035, -0.056], [0.054, 0.011, 0.020], [0.147, 0.013, -0.110], [-0.151, -0.082, 0.300], [0.010, 0.054, -0.018], [-0.098, 0.070, -0.011], [0.039, -0.089, 0.008], [0.036, 0.024, -0.028], [0.029, 0.019, -0.111], [-0.045, 0.019, 0.050], [-0.028, 0.020, 0.010], [-0.044, -0.036, -0.007], [0.014, 0.074, -0.087], [0.080, -0.039, -0.077], [0.004, -0.033, 0.042], [-0.023, -0.055, 0.020], [-0.011, 0.049, 0.035]], "energy_ha": -1227.43522, "homo_ev": -10.53, "e_lumo_ev": 0.62, "spin_multiplicity": 1}